--- 1 ---
44
Properties=species:S:1:pos:R:3:lowdin_charge:R:1 method="wB97M-V/def2-TZVPD" orbital_gap_ev=9.13 smiles="C[C@H](CC=O)NCN.O.O.O.O.O.O.O.O" lumo_ev=0.17
C 1.07808 -0.48080 1.68065 -0.035
C 0.02177 0.16166 0.72106 -0.298
C -0.86463 1.29773 1.44647 -0.087
C -0.15510 2.66302 1.34889 -0.261
O 0.34146 3.10994 2.35362 0.039
N -1.01401 -0.88278 0.37453 -0.068
C -0.51114 -2.10076 -0.41965 -0.296
N 0.09671 -1.91684 -1.69869 -0.006
H 1.59666 -1.34767 1.20184 0.062
H 1.91311 0.05555 1.97583 0.052
H 0.68971 -0.82417 2.60943 0.059
H 0.55074 0.57577 -0.22561 0.122
H -1.83049 1.37067 0.80272 0.124
H -1.06551 1.11021 2.51392 0.079
H -0.05223 3.13046 0.37302 0.097
H -1.50325 -1.26405 1.16801 0.056
H 0.28990 -2.52054 0.19607 0.089
H -1.35034 -2.80913 -0.58184 0.122
H -0.40152 -1.51204 -2.47497 0.025
H 1.06919 -1.28261 -1.61742 0.122
H -1.36321 0.12764 -3.61548 0.051
H -0.29776 -0.13104 -4.67897 0.054
O -0.50794 0.45722 -3.96967 -0.061
H 4.71570 -1.48399 -0.12526 -0.049
H 3.65665 -2.13728 0.76639 0.028
O 4.29947 -1.45081 0.63923 0.022
H 2.57916 -0.08215 -3.16572 0.119
H 1.08554 0.52358 -2.93805 -0.025
O 1.84257 0.15940 -2.50772 -0.092
H -2.64894 -1.89193 2.62326 0.008
H -2.48469 -3.28959 2.80905 0.021
O -2.53759 -2.66530 2.13912 0.014
H 2.05075 1.74631 -0.20983 -0.007
H 1.52939 2.16169 -1.59432 0.033
O 1.95357 2.51816 -0.74729 -0.084
H -0.17858 0.38590 4.45939 0.095
H -1.57424 0.95827 4.68163 0.044
O -1.14851 0.06961 4.69911 -0.126
H -2.06059 -0.21519 -0.98671 0.060
H -3.02241 0.99378 -1.24156 0.057
O -2.52418 0.32861 -1.76648 -0.137
H -0.71365 2.57726 -3.02582 0.095
H -1.02045 1.49244 -1.92725 -0.022
O -0.52914 2.31377 -2.06494 -0.095

--- 2 ---
44
Properties=species:S:1:pos:R:3:lowdin_charge:R:1 method="wB97M-V/def2-TZVPD" orbital_gap_ev=9.15 smiles="C=C(N)C[C@H](N)CO.O.O.O.O.O.O.O.O" lumo_ev=0.16
C 3.20061 0.11470 1.39488 -0.230
O 3.44739 1.47178 1.05157 -0.071
C 2.62814 -0.68985 0.23684 -0.383
C 1.18390 -0.37620 -0.03130 -0.112
C 0.50578 -0.73090 -1.35117 -0.375
C -0.57408 -0.02337 -1.74737 -0.007
N 1.00684 -1.82075 -1.99836 0.119
N 2.70920 -2.13658 0.41115 0.049
H 4.21669 -0.22680 1.64437 0.126
H 2.54222 0.01385 2.27079 0.128
H 2.58793 1.84579 0.76525 0.042
H 3.25672 -0.38253 -0.62673 0.157
H 0.54055 -0.81322 0.74766 0.118
H 1.00809 0.69535 0.05430 0.088
H -1.22776 -0.29155 -2.55997 0.070
H -0.69722 0.88922 -1.18134 0.029
H 1.06196 -1.81627 -2.99978 0.107
H 1.44157 -2.52819 -1.42132 0.056
H 3.54868 -2.53092 0.81147 0.083
H 1.92750 -2.56414 0.88690 0.064
H -1.72377 2.50929 2.04722 0.072
H -0.86936 2.89888 0.90679 0.006
O -1.80483 2.99575 1.20797 -0.065
H -3.34084 -0.69200 -1.05528 0.003
H -2.62896 -1.67674 -1.82597 0.019
O -3.44019 -1.62134 -1.31024 -0.055
H 1.28918 3.57532 0.83743 0.098
H 0.45784 3.00935 -0.45306 0.019
O 0.82695 2.82073 0.43447 -0.074
H -4.15816 1.20764 0.27071 0.038
H -3.05097 2.17604 0.26076 -0.014
O -3.68462 1.75939 -0.36793 -0.088
H -0.07939 -3.56295 -0.10979 0.025
H 0.44409 -4.22205 -1.29811 0.030
O 0.42151 -4.35383 -0.34075 -0.054
H -2.21055 -0.99834 3.26163 0.017
H -0.92552 -0.82075 2.55126 -0.010
O -1.30367 -0.76031 3.43721 -0.065
H -1.77194 0.06622 -0.08499 -0.007
H -2.72216 -1.12051 0.65621 0.051
O -2.06989 -0.40907 0.71862 -0.092
H -0.08743 2.95182 -2.55000 0.074
H -1.31341 2.77213 -1.72088 0.053
O -0.56864 3.39592 -1.83112 -0.040

--- 3 ---
44
Properties=species:S:1:pos:R:3:lowdin_charge:R:1 method="wB97M-V/def2-TZVPD" orbital_gap_ev=9.47 lumo_ev=0.38
C 3.16830 -2.23967 -0.54822 -0.195
O 3.82953 -1.79217 0.68316 -0.115
C 2.33240 -0.99109 -0.87762 -0.212
C 3.21209 0.13717 -1.35397 -0.208
C 2.57538 1.44828 -1.75160 -0.215
N -0.23340 2.23021 0.44291 0.084
C 0.48985 1.68340 -0.44052 -0.271
N 1.81784 2.05083 -0.66875 0.002
H 2.57494 -3.09360 -0.17511 0.119
H 3.92288 -2.49759 -1.25750 0.104
H 4.79050 -1.87311 0.68459 0.081
H 1.75398 -0.80195 0.03279 0.082
H 1.49742 -1.17784 -1.57771 0.107
H 3.95069 0.35132 -0.54515 0.120
H 3.88245 -0.32395 -2.08154 0.114
H 1.94178 1.30620 -2.64840 0.127
H 3.36933 2.14027 -2.06566 0.117
H 0.12770 3.00863 0.98895 0.056
H 0.14507 0.78360 -0.92898 0.083
H 2.35880 2.54905 0.02286 0.133
H -0.96424 1.56370 4.25381 0.058
H -0.26090 1.86765 2.93545 0.017
O -0.92212 2.22532 3.54050 -0.066
H -2.55111 1.83298 -0.28804 -0.007
H -4.05588 2.38726 -0.30902 0.024
O -3.44048 1.76116 -0.67529 -0.071
H -3.02661 1.75293 2.93528 0.007
H -2.27887 2.26631 1.55586 -0.021
O -3.06676 2.02845 2.03136 -0.082
H -3.76217 -0.14523 2.73251 0.038
H -2.53598 -0.35568 2.05573 0.020
O -2.89700 -0.52574 2.93882 -0.073
H -0.31842 -2.13000 2.53705 0.060
H 0.78060 -1.60395 1.53668 0.030
O -0.08446 -1.42760 1.92186 -0.044
H -1.07964 -1.33472 0.18271 0.044
H -1.77253 -0.89774 -0.95486 0.014
O -0.81954 -0.94269 -0.69692 -0.115
H -1.19494 -2.58220 -2.67326 0.017
H -0.38503 -2.20905 -3.98718 0.029
O -1.18101 -2.63607 -3.64668 -0.072
H -4.01432 -0.81329 -1.93092 0.067
H -4.15617 -1.63075 -0.63503 0.056
O -3.51994 -1.34904 -1.29496 -0.041

Quick one: least stable of them? 1

--- 1 ---
14
Properties=species:S:1:pos:R:3:lowdin_charge:R:1 method="wB97M-V/def2-TZVPD" orbital_gap_ev=7.94 smiles="CSC(=S)N(N)C=S" lumo_ev=-0.87
C -1.26841 -2.01432 2.22937 -0.421
C -0.07535 -0.77494 0.12556 -1.049
C 0.62006 1.65216 -0.09182 -0.710
H -1.94020 -2.40665 1.41139 0.017
H -1.98250 -2.02124 3.21342 0.096
H -0.41076 -2.69688 2.36415 0.030
H 1.17373 -0.47310 -2.01727 -0.001
H 0.79835 1.03187 -2.52437 0.069
H 0.39192 1.76940 0.94911 0.009
N 0.35910 0.39425 -0.57464 -0.310
N 0.47680 0.17591 -1.98170 0.025
S -0.77053 -0.30629 1.67524 0.855
S -0.07939 -2.21584 -0.66802 0.718
S 0.87870 2.99889 -0.94976 0.672

--- 2 ---
14
Properties=species:S:1:pos:R:3:lowdin_charge:R:1 method="wB97M-V/def2-TZVPD" orbital_gap_ev=8.50 lumo_ev=-0.29
C 1.61536 -1.07526 -2.07732 -0.465
C -0.69708 -0.09643 -1.04590 -1.381
C -0.91952 0.72302 2.37233 -0.414
H 2.07138 -1.82654 -2.76062 0.054
H 1.70759 -1.34688 -0.99595 0.032
H 2.09312 -0.09598 -2.26880 0.043
H -0.92855 2.40649 1.09751 0.156
H -1.79047 1.26193 2.85767 0.136
H -0.09635 -0.83973 1.97660 -0.017
N -0.52507 1.37259 1.21172 -0.494
N -0.60952 -0.42468 2.67319 0.112
S -0.11722 -1.03928 -2.37185 0.811
S -2.29580 0.12033 -0.72780 0.595
S 0.49213 0.86042 0.05922 0.832

Quick one: least stable of them? 1

--- 1 ---
14
Properties=species:S:1:pos:R:3:lowdin_charge:R:1 method="wB97M-V/def2-TZVPD" orbital_gap_ev=7.94 smiles="CN(SC=S)C(N)=S" lumo_ev=-0.66
C -1.84915 -0.30244 0.15287 -0.154
C 0.79217 0.24730 -2.13797 -1.031
C 0.28900 0.18801 1.28639 -0.958
H -2.17709 0.73758 0.07170 0.077
H -2.28783 -0.73512 1.05867 0.073
H -2.17264 -0.86929 -0.72623 0.072
H 0.43891 1.20868 -1.75721 0.030
H 2.12014 -0.56363 0.64028 0.061
H 2.12067 0.39486 2.08338 0.087
N -0.38846 -0.36365 0.21031 -0.498
N 1.64229 0.07473 1.26091 0.062
S 0.42687 -1.10138 -1.09143 0.933
S 1.55337 0.09043 -3.55098 0.621
S -0.50826 0.99392 2.49930 0.625

--- 2 ---
14
Properties=species:S:1:pos:R:3:lowdin_charge:R:1 method="wB97M-V/def2-TZVPD" orbital_gap_ev=8.36 smiles="CSC(=S)NC(N)=S" lumo_ev=-0.36
C -2.97861 -0.58288 -0.02297 -0.476
C -0.22697 -0.06970 0.03820 -1.047
C 2.29744 0.02137 -0.03451 -0.910
H -3.02841 0.27943 -0.78061 0.041
H -3.69585 -1.39431 -0.28764 0.036
H -3.18561 -0.20401 1.04457 0.067
H 1.08656 -1.57666 0.19080 0.090
H 1.57788 1.93769 0.03909 0.020
H 3.28451 1.75400 -0.21407 0.083
N 1.04004 -0.54156 0.17202 -0.103
N 2.39997 1.34522 -0.14381 0.110
S -1.40296 -1.42149 -0.06669 0.840
S -0.72974 1.52713 0.05237 0.657
S 3.56174 -1.07422 0.01324 0.592

Quick one: least stable of them? 1